[1]
Molecular formula: C26H34MnNO7PS2Te
Method: DFT, wB97M-V/def2-TZVPD

Values from the calculation:
2S+1 ... 2
Highest occupied orbital energy (spin up / spin down) ... -0.251 / -0.251 hartree

Element x y z (Å)
Mn  0.19817  0.31514  -0.24552
O  0.15899  0.14940  1.96795
S  0.93401  1.06178  3.12698
C  -0.72682  -0.87553  2.45149
C  -0.05725  -2.23988  2.35844
C  -1.06241  -3.37091  2.09475
C  -1.12082  -3.83167  0.64226
S  -1.73528  -2.67986  -0.61135
O  -0.93305  -1.42819  -0.47063
C  -3.35967  -2.36698  0.06069
C  -3.70751  -1.07897  0.41974
C  -4.98546  -0.84176  0.90965
C  -5.89550  -1.88065  1.01835
C  -5.54067  -3.16687  0.62537
C  -4.27009  -3.41535  0.13545
C  -0.31041  2.26091  3.49211
C  -0.93110  2.25693  4.73789
C  -1.90078  3.20660  5.02836
C  -2.26486  4.13690  4.06537
C  -1.65416  4.13221  2.81698
C  -0.66443  3.20714  2.53400
H  -1.61093  -0.82138  1.82411
H  -1.02365  -0.63631  3.47417
H  0.49331  -2.43410  3.28042
H  0.68083  -2.19544  1.55506
H  -2.06344  -3.08875  2.43500
H  -0.78636  -4.25352  2.67568
H  -1.75106  -4.71660  0.52270
H  -0.12345  -4.08948  0.27634
H  -2.99466  -0.27362  0.31260
H  -5.25616  0.16477  1.19688
H  -6.89108  -1.69076  1.39772
H  -6.25726  -3.97461  0.69383
H  -3.99998  -4.41295  -0.19061
H  -0.64923  1.51167  5.47105
H  -2.37924  3.21135  5.99915
H  -3.03171  4.86850  4.28765
H  -1.95061  4.84530  2.05851
H  -0.17859  3.19048  1.56893
C  0.87942  0.24301  -5.02806
C  0.89750  -0.91767  -4.26870
C  0.69262  -0.82547  -2.90584
N  0.46001  0.33594  -2.28387
C  0.45460  1.44602  -3.01923
C  0.66321  1.44823  -4.38763
H  1.03487  0.20508  -6.09834
H  1.07354  -1.88393  -4.72023
H  0.72156  -1.69949  -2.27152
H  0.28338  2.36741  -2.48344
H  0.63479  2.38254  -4.93001
O  2.02823  -0.66989  -0.11376
C  2.55559  0.46461  0.02002
O  1.84433  1.50344  -0.01856
H  3.63837  0.55363  0.17661
C  -5.48216  3.35316  1.50125
C  -4.90175  2.93105  0.17151
O  -3.66159  2.24977  0.42257
P  -2.48997  2.29240  -0.67136
O  -1.37307  1.51125  -0.01404
Te  -3.23691  1.61599  -2.79097
O  -2.16690  3.86956  -0.59676
C  -1.30029  4.52130  -1.53322
C  0.10725  4.62677  -0.98356
H  -6.44709  3.83934  1.35008
H  -4.81264  4.05013  2.00470
H  -5.62658  2.49079  2.15405
H  -4.72756  3.79289  -0.47441
H  -5.56305  2.24651  -0.36442
H  -1.72886  5.51028  -1.69742
H  -1.33791  3.98791  -2.48772
H  0.11587  5.21472  -0.06451
H  0.75455  5.12281  -1.70971
H  0.52980  3.64562  -0.76131

[2]
Molecular formula: C26H34N4SSb2Se5Si2W
Method: DFT, wB97M-V/def2-TZVPD

Values from the calculation:
Net charge ... -2
Energy relative to the best compared isomer or geometry (same formula, charge and spin) ... 0.00 kJ/mol
Highest occupied orbital energy ... -0.097 hartree

Element x y z (Å)
W  0.87583  -0.62258  0.52781
N  -1.68975  -1.50411  2.79847
C  -1.11560  -0.66785  3.80980
C  -2.00982  -0.16063  4.74759
C  -1.58794  0.68700  5.75590
C  -0.25367  1.06100  5.80174
C  0.63725  0.55700  4.87094
C  0.24573  -0.33982  3.87024
S  1.54442  -1.02470  2.88104
N  -0.89074  -0.26822  1.03358
C  -1.71021  -1.14791  1.49411
C  -2.71259  -1.82941  0.62141
C  -2.86572  -3.20864  0.68078
C  -3.75272  -3.80623  -0.20249
C  -4.43864  -2.99743  -1.09213
C  -4.22042  -1.62794  -1.05650
N  -3.37093  -1.03659  -0.22234
H  -2.42620  -2.12335  3.09769
H  -3.05784  -0.42684  4.66037
H  -2.30147  1.07740  6.47040
H  0.09661  1.76224  6.54870
H  1.67402  0.86434  4.89102
H  -2.27321  -3.81411  1.35595
H  -3.86094  -4.88328  -0.21469
H  -5.10554  -3.43016  -1.82548
H  -4.74249  -0.96864  -1.74236
C  -0.84041  0.73247  -2.35073
Si  0.95259  0.67349  -1.73689
C  1.59324  2.43930  -1.70457
C  1.91838  -0.20550  -3.13897
C  1.36250  -0.06060  -4.41680
C  1.90509  -0.66282  -5.54179
C  3.04036  -1.44651  -5.41628
C  3.61770  -1.59112  -4.16486
C  3.08771  -0.97937  -3.02219
Si  4.13715  -1.24546  -1.47845
C  5.84235  -0.54777  -1.88820
C  4.38415  -3.07827  -1.16537
H  -0.99765  1.54580  -3.06771
H  -1.52021  0.89029  -1.51364
H  -1.11618  -0.21304  -2.82519
H  1.65471  2.80760  -2.73385
H  2.57922  2.50150  -1.24350
H  0.91117  3.08133  -1.14367
H  0.46124  0.53008  -4.53966
H  1.43077  -0.53236  -6.50790
H  3.46913  -1.94258  -6.27940
H  4.51204  -2.20200  -4.07678
H  6.31396  -1.10947  -2.69941
H  6.49208  -0.59652  -1.01101
H  5.76360  0.49713  -2.19399
H  4.83457  -3.55776  -2.03940
H  3.45049  -3.58987  -0.93608
H  5.06099  -3.20532  -0.31740
Se  -2.81923  -5.98934  -3.08268
Sb  -1.04316  -6.32619  -1.50042
Se  0.72258  -2.60023  -0.55835
Se  3.45134  -0.10380  0.33027
Se  -1.95625  -6.99650  0.62501
C  -3.72383  4.50476  0.59601
Sb  -1.92935  3.28450  0.66356
C  -1.98819  3.07334  2.79696
C  -0.68218  5.03604  0.59277
H  -3.65770  5.31248  1.32730
H  -4.60479  3.89804  0.81021
H  -3.83503  4.93420  -0.40080
H  -2.10141  4.05035  3.26869
H  -1.06534  2.61203  3.14615
H  -2.82715  2.43171  3.06967
H  -0.87334  5.66773  1.46101
H  -0.92458  5.58453  -0.31997
H  0.37252  4.77011  0.58739
Se  1.98965  3.76620  3.01439
C  1.43176  2.44945  1.93058
N  1.07550  1.58740  1.23442

[3]
Molecular formula: C26H34N6PtSSeSi2
Method: DFT, wB97M-V/def2-TZVPD

Values from the calculation:
Energy relative to the best compared isomer or geometry (same formula, charge and spin) ... 31.58 kJ/mol
Highest occupied orbital energy ... -0.279 hartree

Element x y z (Å)
Pt  0.09230  -1.55770  0.25700
N  -2.12158  -3.18059  3.56137
C  -1.29142  -2.58246  2.68297
S  -1.84747  -2.47878  1.02802
N  -0.13913  -2.16637  3.16091
N  0.63170  -1.58569  2.20675
C  1.88972  -1.37371  2.43866
C  2.55120  -1.69361  3.72510
C  2.94217  -0.67425  4.58565
C  3.55608  -0.97595  5.79297
C  3.78063  -2.29868  6.14359
C  3.38676  -3.31908  5.28814
C  2.77177  -3.01924  4.08394
C  2.64802  -0.83661  1.29698
C  3.95784  -0.38047  1.39458
C  4.58044  0.14107  0.27478
C  3.88509  0.20447  -0.92445
C  2.59365  -0.28601  -0.96415
N  2.00044  -0.81239  0.10545
H  -3.05286  -3.42143  3.27804
H  -1.89026  -3.14633  4.53882
H  2.75108  0.35770  4.31468
H  3.85235  -0.17802  6.46113
H  4.25899  -2.53540  7.08490
H  3.55640  -4.35210  5.56191
H  2.45414  -3.81082  3.41729
H  4.46795  -0.43695  2.34565
H  5.59855  0.50122  0.33900
H  4.33324  0.60990  -1.81964
H  2.01116  -0.29747  -1.87596
C  2.14643  -3.26106  -3.69676
Si  1.18590  -3.55502  -2.10211
C  0.30617  -5.20850  -2.28102
C  2.51106  -3.82271  -0.78260
C  -0.13864  -2.29110  -1.69722
Si  -0.79421  -0.99332  -2.87763
C  -1.10352  0.67345  -2.05661
C  0.31968  -0.57685  -4.34567
C  -2.43853  -1.58209  -3.57527
H  2.89626  -4.04851  -3.80565
H  2.67065  -2.30335  -3.70245
H  1.50327  -3.29286  -4.57644
H  1.00148  -6.01335  -2.52906
H  -0.45311  -5.16567  -3.06516
H  -0.19995  -5.47055  -1.34903
H  3.10051  -4.70156  -1.05877
H  2.06529  -4.00736  0.19708
H  3.20419  -2.98497  -0.69123
H  -1.00234  -2.96830  -1.62015
H  -0.16888  1.17885  -1.79785
H  -1.67914  0.57797  -1.13579
H  -1.65299  1.32739  -2.73873
H  1.33937  -0.33086  -4.03913
H  -0.08333  0.29925  -4.85953
H  0.38470  -1.38842  -5.07013
H  -3.15926  -1.74919  -2.77118
H  -2.31927  -2.52699  -4.11074
H  -2.86899  -0.85390  -4.26567
Se  0.85807  2.22273  2.10551
N  -0.43424  1.27898  1.33893
C  -1.57073  1.85143  1.68081
C  -2.86505  1.38190  1.27750
C  -3.95704  2.06019  1.69417
C  -3.85235  3.22772  2.52938
C  -2.65690  3.70370  2.94335
C  -1.46500  3.02270  2.52878
N  -0.24338  3.38553  2.86796
H  -2.93336  0.49059  0.66899
H  -4.94217  1.72206  1.40015
H  -4.76281  3.72797  2.83287
H  -2.56934  4.57643  3.57516

[4]
Molecular formula: C26H34N9O3S2Se2Tc
Method: DFT, wB97M-V/def2-TZVPD

Values from the calculation:
Net charge ... -1
Energy relative to the best compared isomer or geometry (same formula, charge and spin) ... 43.72 kJ/mol
2S+1 ... 2
Highest occupied orbital energy (spin up / spin down) ... -0.130 / -0.140 hartree

Element x y z (Å)
Tc  0.29421  0.16094  -0.69920
S  1.42298  2.18648  -1.12473
C  1.53377  2.35881  -2.87185
C  2.19470  3.46727  -3.41227
C  2.30091  3.63916  -4.78055
C  1.74095  2.69434  -5.63735
C  1.08565  1.59423  -5.11515
C  0.96909  1.40763  -3.73204
S  0.14275  -0.01830  -3.12114
H  2.62474  4.19221  -2.73083
H  2.81921  4.50181  -5.18144
H  1.81990  2.81624  -6.71106
H  0.64730  0.85106  -5.77081
O  0.26415  -1.95764  5.53725
C  1.18115  -0.86844  5.37694
C  1.70269  -0.82410  3.93997
C  2.45785  -2.12506  3.64233
O  1.63267  -3.26698  3.45216
C  0.51953  -0.63169  2.96163
Se  0.75191  0.83551  1.66792
C  2.68486  0.34983  3.86768
Se  3.38261  0.65580  2.06974
H  -0.40590  -1.72991  6.18535
H  2.02331  -1.00691  6.06425
H  0.69603  0.08411  5.61213
H  3.17843  -2.30364  4.45390
H  3.01876  -1.98946  2.72432
H  0.95137  -3.24998  4.13711
H  -0.39740  -0.42031  3.51205
H  0.33389  -1.52844  2.38482
H  3.51734  0.21212  4.56115
H  2.15688  1.26636  4.14029
C  -1.75033  2.47372  -1.25300
N  -3.08204  3.01930  -1.44666
C  -3.65522  2.27624  -2.55317
N  -3.89701  0.89156  -2.20212
C  -2.77290  0.21413  -1.47679
N  -1.81626  1.10079  -0.68137
C  -2.41217  1.28253  0.66762
N  -3.81393  1.61327  0.53788
C  -3.86205  2.89505  -0.20219
C  -5.07844  0.78252  -1.31620
H  -1.17822  3.08681  -0.56012
H  -1.22589  2.45077  -2.20570
H  -2.96017  2.33532  -3.39213
H  -4.60138  2.72400  -2.86410
H  -2.19081  -0.34691  -2.19636
H  -4.24010  -1.24082  -1.14683
H  -1.89911  2.10767  1.15844
H  -2.28240  0.39559  1.27306
H  -3.44092  3.61417  0.50320
H  -4.89020  3.19383  -0.39096
H  -5.67393  1.69054  -1.32043
H  -5.72897  -0.03210  -1.63648
N  -1.36938  -3.04878  1.36846
C  -1.71544  -2.03573  0.50291
O  -0.78781  -1.60202  -0.26182
C  -3.02252  -1.56305  0.51207
C  -3.94965  -2.20980  1.35903
N  -4.66430  -2.77463  2.07439
C  -3.60686  -0.62437  -0.50346
N  -4.56750  0.43616  -0.00666
H  -0.48955  -3.51303  1.22342
H  -2.09911  -3.57038  1.82357
N  5.56079  -3.25092  -0.88251
C  4.39286  -2.51055  -0.87267
C  3.27389  -2.92952  -0.15564
C  2.14809  -2.14215  -0.14457
N  2.03525  -0.99965  -0.83311
C  3.08845  -0.63066  -1.57651
C  4.26675  -1.33988  -1.61673
H  5.67824  -3.87406  -0.09988
H  6.39620  -2.73230  -1.09980
H  3.29364  -3.83819  0.43291
H  1.28305  -2.42927  0.43294
H  2.97478  0.27526  -2.15329
H  5.08634  -0.97353  -2.22115

[5]
Molecular formula: C26H34NO2V
Method: DFT, wB97M-V/def2-TZVPD

Values from the calculation:
Net charge ... +1
Energy relative to the best compared isomer or geometry (same formula, charge and spin) ... 243.04 kJ/mol
2S+1 ... 2
Highest occupied orbital energy (spin up / spin down) ... -0.408 / -0.411 hartree

Element x y z (Å)
C  1.91049  0.06044  0.80681
C  2.07330  -0.69060  -0.40964
C  1.99000  0.23024  -1.50264
H  2.38646  -1.72875  -0.52210
C  1.58026  1.49447  -0.99476
C  1.60492  1.43266  0.42800
H  1.23123  2.32444  -1.61702
C  -1.39500  -1.85565  1.27893
C  -0.17222  -2.43819  0.84842
C  -0.12614  -2.37083  -0.58780
H  0.63716  -2.78488  1.50956
C  -1.29468  -1.70141  -1.06234
C  -2.09571  -1.40512  0.10128
H  2.14264  0.01708  -2.54876
H  1.42996  2.28112  1.08917
H  2.02298  -0.30794  1.82929
H  -3.13460  -1.05590  0.02850
H  0.49382  -2.95677  -1.25687
H  -1.71936  -1.64950  2.32362
V  -0.20262  0.00789  -0.20572
C  -1.64954  -1.42681  -2.51362
C  -3.16615  -1.31717  -2.57638
C  -1.13955  -2.51886  -3.45423
H  -3.52582  -2.29256  -2.23312
H  -3.57246  -1.16727  -3.58314
H  -3.58076  -0.56304  -1.88086
H  -1.59127  -3.49176  -3.20998
H  -0.04398  -2.64255  -3.46304
H  -1.36310  -2.28424  -4.50622
C  -0.83254  -0.13497  -2.92107
C  -1.52515  1.21814  -2.71080
H  -0.49633  -0.25099  -3.97895
H  0.18923  -0.08287  -2.43178
O  -1.85633  1.48743  -1.53323
N  -1.68822  2.00262  -3.86900
C  -0.50333  2.86191  -4.27274
H  -2.56099  2.53877  -3.88850
C  0.75834  2.10185  -4.65189
C  2.01895  2.63963  -4.36290
H  2.07532  3.58617  -3.82865
C  3.20918  1.96649  -4.67567
H  4.17981  2.43433  -4.45956
C  3.14746  0.68709  -5.26479
H  4.07884  0.16631  -5.55282
C  1.89135  0.13680  -5.57755
H  1.83420  -0.87050  -6.02800
C  0.71818  0.89602  -5.36203
H  -0.23353  0.49443  -5.72017
H  -0.27810  3.58518  -3.43927
H  -0.75137  3.47334  -5.15021
C  -0.41113  1.18840  3.19858
C  -1.33640  1.71938  2.11618
C  -2.81804  1.46078  2.34779
C  -1.17825  3.23828  1.96817
O  -1.02718  1.15773  0.85674
H  -0.74026  1.60444  4.15862
H  0.63021  1.49380  3.00308
H  -0.45423  0.09386  3.27205
H  -3.16031  1.91754  3.29408
H  -3.34572  1.84138  1.44826
H  -3.00149  0.38027  2.39612
H  -0.13156  3.45787  1.70096
H  -1.84110  3.55631  1.13669
H  -1.42437  3.74745  2.92525

[6]
Molecular formula: C26H34NW
Method: DFT, wB97M-V/def2-TZVPD

Values from the calculation:
Net charge ... +1
Energy relative to the best compared isomer or geometry (same formula, charge and spin) ... 433.53 kJ/mol
2S+1 ... 3
Highest occupied orbital energy (spin up / spin down) ... -0.361 / -0.374 hartree

Element x y z (Å)
C  0.08523  1.95167  1.21576
C  0.11455  2.34102  -0.16642
C  1.34985  1.85248  -0.74803
C  2.07588  1.18193  0.29621
C  1.28129  1.21355  1.49340
W  0.18053  0.15975  -0.13647
C  1.42354  -2.84770  -1.43863
C  0.61420  -2.30569  -0.38356
H  -0.37623  -2.74886  -0.10323
C  1.32203  -1.59396  0.67393
H  2.41244  -1.63803  0.50529
H  1.05579  -1.88459  1.70064
C  0.61376  -3.66787  -2.43164
H  -0.48231  -3.70562  -2.32633
H  0.82668  -3.51600  -3.49378
H  0.94127  -4.66556  -2.13588
C  2.47504  -1.94515  -2.06966
H  2.58123  -0.86266  -1.86103
H  3.33365  -2.40405  -1.57215
H  2.61639  -2.07696  -3.14509
C  -0.92614  3.19116  -0.82005
H  -1.93282  2.88838  -0.49884
H  -0.78869  4.25376  -0.56587
H  -0.87664  3.10187  -1.90709
C  1.82783  2.05708  -2.15612
H  1.00067  2.05245  -2.87427
H  2.33360  3.02965  -2.23154
H  2.51594  1.25950  -2.46115
C  3.49792  0.71296  0.22258
H  3.80516  0.53547  -0.81187
H  4.18525  1.46238  0.64566
H  3.65554  -0.21229  0.78470
C  1.69253  0.72992  2.85697
H  2.36542  -0.13189  2.78879
H  2.21066  1.50787  3.44442
H  0.81655  0.42014  3.44298
C  -0.90947  2.42193  2.23531
H  -0.96658  1.73804  3.08920
H  -0.66518  3.41922  2.63896
H  -1.91202  2.49333  1.80063
C  -0.84247  0.39419  -2.24949
C  -0.64288  -0.87230  -3.04146
C  -1.54916  1.18736  -3.15892
C  0.15068  -0.69575  -4.17119
H  -0.50027  -1.86767  -2.70224
C  -1.27002  1.22208  -4.56887
H  -2.40688  1.73334  -2.79386
C  -0.23756  0.35272  -5.02863
H  0.94762  -1.43388  -4.43762
H  -1.72608  1.95972  -5.26890
H  0.20724  0.39067  -6.04135
C  -4.04698  -0.79873  2.27570
C  -4.00305  -0.10686  1.06203
C  -2.80713  0.03803  0.36849
N  -1.61583  -0.41200  0.87919
C  -1.65457  -1.09957  2.06858
C  -2.84129  -1.30262  2.76631
H  -4.98425  -0.93833  2.81724
H  -4.90380  0.33344  0.63686
H  -2.76420  0.51601  -0.61170
H  -0.70930  -1.47822  2.45376
H  -2.79757  -1.85301  3.70630

| no. | E (Eh) |
| --- | --- |
| 1 | -4149.41472 |
| 2 | -14762.36862 |
| 3 | -4837.68470 |
| 4 | -7409.79946 |
| 5 | -2160.08150 |
| 6 | -1132.52297 |